(a)
Density functional theory data (wB97M-V/def2-TZVPD) for an isolated molecule of C6H11NOS.

Results
* E_HOMO: -8.5 eV
* SMILES string: C=C(CC)SCC(N)=O
* 2S+1: 1
* LUMO energy: 0.564 eV
* gap between HOMO and LUMO: 0.332 Ha
* total charge: 0

The geometry in XYZ format:
```
20
Properties=species:S:1:pos:R:3:mulliken_charge:R:1
C -0.293 1.627 0.282 -0.652
C -0.739 0.418 -0.107 0.595
C -2.150 0.147 -0.442 -0.898
C -2.948 -0.592 0.610 -0.822
S 0.216 -1.065 -0.291 -0.119
C 1.813 -0.923 0.602 -0.660
C 2.727 0.067 -0.048 0.441
N 2.718 -0.057 -1.393 -0.360
O 3.230 0.913 0.625 -0.578
H 0.771 1.851 0.554 0.254
H -1.049 2.487 0.572 0.207
H -2.728 1.151 -0.662 0.287
H -2.229 -0.368 -1.418 0.314
H -3.163 -0.061 1.614 0.250
H -2.325 -1.529 0.776 0.250
H -3.903 -0.938 0.153 0.302
H 2.370 -1.884 0.515 0.395
H 1.717 -0.694 1.627 0.322
H 2.438 -0.932 -1.751 0.211
H 3.526 0.382 -1.819 0.259
```


(b)
Density functional theory data (wB97M-V/def2-TZVPD) for an isolated molecule of C6H11NOS.

Results
* E_HOMO (spin up / spin down): -7.5 / -8.2 eV
* 2S+1: 1
* LUMO energy (spin up / spin down): -0.229 / 0.169 eV
* gap between HOMO and LUMO (spin up / spin down): 0.267 / 0.307 Ha
* total charge: 0

The geometry in XYZ format:
```
20
Properties=species:S:1:pos:R:3:mulliken_charge:R:1
C 1.691 -2.868 -0.133 -0.362
C 0.320 -0.908 0.584 0.438
C 0.519 0.479 -0.041 -0.394
C -1.027 -1.609 0.178 -1.493
C -1.426 1.854 -0.639 -1.467
C -0.332 1.612 0.416 -0.460
N 1.531 -1.746 0.299 -0.174
O 2.911 1.633 -0.746 -0.461
S 2.283 1.040 0.416 0.351
H 2.597 -3.478 -0.233 0.263
H 0.356 -0.774 1.676 0.269
H 0.415 0.518 -1.116 0.446
H -1.183 -1.664 -0.870 0.380
H -1.892 -1.142 0.620 0.433
H -1.024 -2.673 0.700 0.358
H -1.957 0.984 -0.981 0.336
H -1.096 2.312 -1.576 0.391
H -2.091 2.523 -0.226 0.456
H -0.847 1.396 1.299 0.344
H 0.253 2.509 0.372 0.347
```


Of them, (a) has the highest stability.


(a)
Density functional theory data (wB97M-V/def2-TZVPD) for a cluster of 2 separate species, CHNO3S in total.

Results
* E_HOMO: -10.2 eV
* 2S+1: 1
* LUMO energy: -1.270 eV
* gap between HOMO and LUMO: 0.328 Ha
* total charge: 0

The geometry in XYZ format:
```
7
Properties=species:S:1:pos:R:3:mulliken_charge:R:1
C -0.764 0.180 0.066 -0.198
N -1.143 1.220 -0.323 0.453
O -3.468 -0.758 -0.433 -0.350
O -5.016 0.031 1.215 -0.376
O -1.724 2.102 -0.884 -0.559
S -4.724 -0.120 -0.190 0.721
H -0.603 -0.301 0.971 0.309
```


(b)
Density functional theory data (wB97M-V/def2-TZVPD) for a structure of composition CHNO3S.

Results
* E_HOMO (spin up / spin down): -10.8 / -10.7 eV
* 2S+1: 1
* LUMO energy (spin up / spin down): -2.610 / -3.986 eV
* gap between HOMO and LUMO (spin up / spin down): 0.301 / 0.247 Ha
* total charge: 0

The geometry in XYZ format:
```
7
Properties=species:S:1:pos:R:3:mulliken_charge:R:1
C 1.551 0.666 -0.405 -0.219
N 0.545 0.925 0.115 0.538
O -0.574 1.314 0.342 -0.525
O -1.485 -0.748 -1.273 -0.428
O -1.294 -1.281 1.094 -0.430
S -1.916 -0.470 0.075 0.732
H 3.174 -0.406 0.051 0.332
```


Of them, (a) has the highest stability.


(a)
Density functional theory data (wB97M-V/def2-TZVPD) for a cluster of 2 separate species, CH6N2S in total.

Results
* E_HOMO: -8.7 eV
* SMILES string: [H]/N=C/N.S
* 2S+1: 1
* LUMO energy: 0.637 eV
* gap between HOMO and LUMO: 0.342 Ha
* total charge: 0

The geometry in XYZ format:
```
10
Properties=species:S:1:pos:R:3:mulliken_charge:R:1
H -0.412 -0.111 -1.629 0.228
N 0.578 -0.145 -1.502 -0.522
C 1.250 0.024 -0.462 0.070
N 2.012 -0.965 0.243 -0.555
H 1.505 1.006 -0.054 0.342
H 2.760 -1.516 -0.168 0.244
H 1.655 -1.706 0.845 0.224
S -1.669 0.515 0.824 -0.296
H -1.966 0.227 -0.409 0.081
H -2.453 1.610 0.408 0.183
```


(b)
Density functional theory data (wB97M-V/def2-TZVPD) for a cluster of 2 separate species, CH6N2S in total.

Results
* E_HOMO: -7.8 eV
* 2S+1: 1
* LUMO energy: 0.592 eV
* gap between HOMO and LUMO: 0.309 Ha
* total charge: 0

The geometry in XYZ format:
```
10
Properties=species:S:1:pos:R:3:mulliken_charge:R:1
C -0.096 -0.745 -0.539 -0.165
N 1.672 0.373 -1.691 -0.895
N 1.002 -0.124 -0.746 0.312
S -0.898 0.331 2.499 -0.413
H -0.787 -0.927 -1.375 0.216
H -0.410 -0.720 0.447 0.104
H -2.222 0.125 1.949 0.194
H 1.259 0.171 -2.713 0.193
H 1.592 -0.066 0.098 0.249
H -1.110 1.583 2.072 0.204
```


Of them, (a) has the highest stability.


(a)
Density functional theory data (wB97M-V/def2-TZVPD) for a cluster of 3 separate species, C3H12NO4 in total.

Results
* E_HOMO: -14.7 eV
* 2S+1: 1
* LUMO energy: -2.980 eV
* gap between HOMO and LUMO: 0.432 Ha
* total charge: +1

The geometry in XYZ format:
```
20
Properties=species:S:1:pos:R:3:mulliken_charge:R:1
O 2.270 -1.625 -1.029 -0.432
C 1.686 -0.444 -1.027 0.550
C 0.432 -0.399 -0.250 -0.382
N -0.024 1.065 0.211 -0.182
C -1.499 1.259 -0.269 -1.050
O 2.086 0.513 -1.639 -0.544
H 2.905 -1.804 -1.764 0.392
H 0.523 -0.956 0.722 0.379
H -0.393 -0.855 -0.828 0.332
H 0.089 1.128 1.207 0.367
H 0.586 1.743 -0.287 0.402
H -1.642 2.396 -0.048 0.339
H -2.161 0.702 0.389 0.388
H -1.439 0.947 -1.321 0.452
H -2.927 -0.400 -1.091 0.348
H -3.100 -1.912 -0.642 0.306
O -2.561 -1.039 -0.485 -0.647
H 1.574 -0.496 3.360 0.294
H 2.182 0.391 2.333 0.318
O 1.415 -0.214 2.459 -0.629
```


(b)
Density functional theory data (wB97M-V/def2-TZVPD) for a cluster of 3 separate species, C3H12NO4 in total.

Results
* E_HOMO: -14.2 eV
* 2S+1: 1
* LUMO energy: -3.170 eV
* gap between HOMO and LUMO: 0.404 Ha
* total charge: +1

The geometry in XYZ format:
```
20
Properties=species:S:1:pos:R:3:mulliken_charge:R:1
O 2.183 -0.922 -2.042 -0.404
C 1.540 0.108 -1.512 0.585
C 0.424 -0.343 -0.573 -0.738
N 0.025 0.863 0.219 -0.140
C -1.081 0.555 1.179 -0.828
O 1.872 1.261 -1.582 -0.521
H 2.902 -0.557 -2.592 0.381
H 0.991 -0.962 0.126 0.358
H -0.422 -0.877 -0.991 0.513
H 0.890 1.149 0.722 0.422
H -0.191 1.597 -0.449 0.375
H -1.015 -0.468 1.538 0.343
H -2.024 0.706 0.663 0.358
H -0.951 1.205 2.032 0.339
H -3.957 -2.529 -0.663 0.310
H -3.451 -3.806 -1.398 0.330
O -3.778 -2.912 -1.526 -0.641
H 1.597 2.537 1.941 0.336
H 2.650 1.758 2.674 0.311
O 1.797 1.635 2.234 -0.688
```


Of them, (b) has the highest stability.


(a)
Density functional theory data (wB97M-V/def2-TZVPD) for a cluster of 2 separate species, C2H5IO2 in total.

Results
* E_HOMO (spin up / spin down): -9.3 / -9.3 eV
* 2S+1: 1
* LUMO energy (spin up / spin down): -1.969 / -1.973 eV
* gap between HOMO and LUMO (spin up / spin down): 0.270 / 0.269 Ha
* total charge: 0

The geometry in XYZ format:
```
10
Properties=species:S:1:pos:R:3:mulliken_charge:R:1
C -0.504 -0.182 -0.064 -0.960
C 0.633 0.885 0.114 -0.132
O 1.769 0.604 -0.548 -0.274
O 2.947 -0.420 0.490 -0.409
I 4.564 -0.214 -0.332 0.362
H -0.817 -0.347 -1.026 0.331
H -0.033 -1.248 0.279 0.207
H -1.384 0.026 0.576 0.315
H 0.756 0.699 1.153 0.243
H 0.324 1.942 -0.004 0.317
```


(b)
Density functional theory data (wB97M-V/def2-TZVPD) for a cluster of 2 separate species, C2H5IO2 in total.

Results
* E_HOMO: -9.8 eV
* SMILES string: CC(=O)O.I
* 2S+1: 1
* LUMO energy: 0.625 eV
* gap between HOMO and LUMO: 0.382 Ha
* total charge: 0

The geometry in XYZ format:
```
10
Properties=species:S:1:pos:R:3:mulliken_charge:R:1
C -0.176 0.956 -0.572 -0.977
C -0.699 -0.305 0.062 0.709
O -0.217 -0.907 1.010 -0.567
O -1.825 -0.638 -0.461 -0.437
H -0.024 0.581 -1.545 0.312
H -1.052 1.574 -0.669 0.324
H 0.645 1.363 -0.082 0.291
H -2.223 -1.413 -0.026 0.355
I 3.402 -0.620 0.697 -0.108
H 2.170 -0.592 1.586 0.098
```


Of them, (b) has the highest stability.


(a)
Density functional theory data (wB97M-V/def2-TZVPD) for a cluster of 2 separate species, C3H8P2 in total.

Results
* E_HOMO: -9.0 eV
* SMILES string: C#P.CCP
* 2S+1: 1
* LUMO energy: -0.090 eV
* gap between HOMO and LUMO: 0.326 Ha
* total charge: 0

The geometry in XYZ format:
```
13
Properties=species:S:1:pos:R:3:mulliken_charge:R:1
C 1.925 0.217 -1.297 -0.250
P 1.101 1.344 -2.044 -0.111
H 2.807 -0.045 -0.775 0.397
C -0.818 -1.045 -0.213 -0.851
C -0.041 -0.183 0.769 -0.553
P -0.593 1.558 0.375 -0.126
H -0.284 -2.055 -0.215 0.260
H -1.851 -1.387 -0.048 0.376
H -0.585 -0.577 -1.210 0.161
H 1.031 -0.085 0.524 0.181
H -0.305 -0.603 1.701 0.410
H -0.438 1.881 1.776 0.062
H -1.948 0.980 0.656 0.044
```


(b)
Density functional theory data (wB97M-V/def2-TZVPD) for an isolated molecule of C3H8P2.

Results
* E_HOMO: -8.4 eV
* SMILES string: C=PCPC
* 2S+1: 1
* LUMO energy: 0.311 eV
* gap between HOMO and LUMO: 0.320 Ha
* total charge: 0

The geometry in XYZ format:
```
13
Properties=species:S:1:pos:R:3:mulliken_charge:R:1
C 0.879 -0.783 -1.913 -0.478
P -0.043 -1.652 -0.906 0.014
C 0.419 -0.726 0.970 -0.786
P -0.714 0.565 1.600 -0.001
C -0.701 1.714 0.186 -0.692
H 0.886 -0.942 -2.906 0.342
H 1.523 0.060 -1.739 0.245
H 0.540 -1.564 1.722 0.387
H 1.413 -0.164 0.810 0.256
H -2.012 -0.134 1.378 0.013
H -1.131 2.784 0.479 0.292
H -1.056 1.231 -0.772 0.258
H 0.451 1.898 0.048 0.151
```


Of them, (b) has the highest stability.